ORCA calculation (wB97M-V/def2-TZVPD) on C39H54CrNO2Se2 as an isolated structure in a non-equilibrium geometry.

The calculation puts the HOMO energy (alpha / beta) at -4.54 / -4.57 eV. The total charge is -1. The calculation puts the max |F| at 0.04462 hartree/bohr. The total energy comes out at -7571.26273 Ha. As for the molar mass: 778.8 g/mol. As for the spin multiplicity: 5. Its LUMO energy (alpha / beta) is 2.4 / 2.4 eV. For the HOMO-LUMO gap (alpha / beta), the calculation gives 0.2567 / 0.2577 Ha.

Last column: Mulliken spin population.
Positions of all 99 atoms, in Å:
Cr (1.7414, 1.1162, -0.8325)  3.82
C (-3.3796, -5.1157, -1.4596)  0.00
C (-2.2692, -4.7301, -0.4805)  0.00
C (-1.2859, -5.9070, -0.3829)  0.00
C (-2.9099, -4.4953, 0.8987)  0.00
C (-1.5360, -3.4615, -0.9119)  0.01
C (-0.5007, -2.9698, -0.1290)  0.00
C (0.1386, -1.7874, -0.4523)  -0.03
Se (1.5523, -1.1750, 0.7225)  0.07
C (0.4497, -0.1797, 1.9615)  -0.01
C (0.0161, -0.8298, 3.1041)  0.00
C (-0.8061, -0.1853, 4.0172)  0.01
C (-1.1102, 1.1512, 3.7535)  0.00
C (-0.6695, 1.8452, 2.6362)  -0.01
C (0.0965, 1.1554, 1.6495)  0.03
O (0.4564, 1.7328, 0.5455)  0.01
C (-0.9308, 3.3474, 2.4729)  0.00
C (-1.7496, 3.6410, 1.2077)  0.00
C (0.4320, 4.0601, 2.3884)  0.01
C (-1.6881, 3.9390, 3.6656)  0.00
C (-1.3573, -0.9457, 5.2228)  0.00
C (-0.2112, -1.5602, 6.0396)  0.00
C (-2.1696, -0.0457, 6.1559)  0.00
C (-2.2776, -2.0700, 4.7186)  0.00
C (-0.2307, -1.0008, -1.5699)  0.01
O (0.3674, 0.1285, -1.8236)  -0.07
C (-1.2566, -1.5326, -2.4076)  -0.01
C (-1.8658, -2.7279, -2.0497)  0.00
C (-1.6500, -0.8098, -3.7012)  0.01
C (-2.7501, -1.5512, -4.4653)  0.00
C (-0.4177, -0.7402, -4.6185)  0.00
C (-2.1765, 0.6069, -3.4131)  0.00
H (-3.8809, -6.0179, -1.1020)  0.00
H (-2.9766, -5.3229, -2.4533)  0.00
H (-4.1243, -4.3212, -1.5386)  0.00
H (-1.8153, -6.8179, -0.0882)  0.00
H (-0.5099, -5.7097, 0.3568)  0.00
H (-0.8025, -6.0809, -1.3462)  0.00
H (-3.4826, -5.3748, 1.2090)  0.00
H (-3.5798, -3.6344, 0.8649)  0.00
H (-2.1502, -4.2971, 1.6550)  0.00
H (-0.1659, -3.4970, 0.7568)  -0.01
H (0.3393, -1.8518, 3.2635)  -0.01
H (-1.7259, 1.6843, 4.4629)  0.00
H (-1.2478, 3.2401, 0.3314)  0.00
H (-1.8728, 4.7212, 1.0811)  0.00
H (-2.7432, 3.1902, 1.2797)  0.00
H (0.9866, 3.7284, 1.5122)  -0.01
H (1.0294, 3.8296, 3.2736)  0.00
H (0.3012, 5.1446, 2.3313)  0.00
H (-2.6902, 3.5127, 3.7599)  0.00
H (-1.7927, 5.0169, 3.5242)  0.00
H (-1.1455, 3.7758, 4.5991)  0.00
H (0.4628, -0.7786, 6.3952)  0.00
H (0.3706, -2.2617, 5.4414)  0.00
H (-0.6075, -2.1002, 6.9045)  0.00
H (-1.5597, 0.7717, 6.5461)  0.00
H (-2.5332, -0.6329, 7.0027)  0.00
H (-3.0363, 0.3759, 5.6431)  0.00
H (-1.7235, -2.7722, 4.0944)  0.00
H (-3.0884, -1.6538, 4.1179)  0.00
H (-2.7122, -2.6213, 5.5590)  0.00
H (-2.6491, -3.1084, -2.6910)  0.00
H (-2.4272, -2.5507, -4.7656)  0.00
H (-2.9910, -0.9912, -5.3718)  0.00
H (-3.6606, -1.6364, -3.8683)  0.00
H (-0.0923, -1.7480, -4.8882)  0.00
H (0.4052, -0.2383, -4.1129)  0.00
H (-0.6532, -0.1946, -5.5373)  0.00
H (-3.0950, 0.5515, -2.8234)  0.00
H (-2.4004, 1.1260, -4.3506)  0.00
H (-1.4472, 1.1849, -2.8550)  0.00
C (1.3826, 3.6931, -3.4959)  0.00
C (2.9167, 3.6810, -3.4642)  0.00
C (3.4110, 4.8429, -2.5926)  0.00
C (3.4801, 2.3541, -2.9732)  0.00
C (2.7002, 1.1866, -3.0046)  0.08
C (3.1992, -0.0240, -2.5032)  -0.03
C (4.5065, -0.1104, -2.0157)  0.04
C (5.0528, -1.4186, -1.5133)  0.00
C (5.2805, 1.0385, -2.0234)  0.03
C (4.7757, 2.2481, -2.4864)  0.03
H (1.0220, 4.7072, -3.6718)  0.00
H (0.9819, 3.3540, -2.5366)  0.04
H (0.9736, 3.0573, -4.2821)  0.00
H (3.2793, 3.8321, -4.4881)  0.00
H (3.1768, 4.6444, -1.5447)  0.00
H (2.9212, 5.7715, -2.8894)  0.00
H (4.4869, 4.9931, -2.6762)  0.00
H (1.7834, 1.1761, -3.5744)  0.01
H (2.6305, -0.9365, -2.6413)  -0.01
H (5.8891, -1.7497, -2.1326)  0.00
H (4.2852, -2.1917, -1.5302)  0.00
H (5.4143, -1.3168, -0.4886)  0.00
H (6.2908, 1.0074, -1.6313)  0.00
H (5.4089, 3.1232, -2.4256)  0.00
Se (5.1744, 3.6945, 1.3109)  0.05
C (3.9143, 2.7214, 0.5861)  0.11
N (3.0984, 2.0780, 0.0528)  -0.18

***

ORCA calculation (wB97M-V/def2-TZVPD) on C39H54N3O11SSiTeW as an isolated structure in a non-equilibrium geometry.

The calculation puts the HOMO energy (alpha / beta) at -14.02 / -14.17 eV. The total charge is +2. The calculation puts the max |F| at 0.02887 hartree/bohr. The total energy comes out at -3532.73743 Ha. As for the molar mass: 1112.5 g/mol. As for the spin multiplicity: 2. Its LUMO energy (alpha / beta) is -7.1 / -8.2 eV. For the HOMO-LUMO gap (alpha / beta), the calculation gives 0.2539 / 0.2211 Ha.

Last column: Mulliken spin population.
Positions of all 111 atoms, in Å:
W (-0.7613, 0.3317, -0.7161)  0.02
O (-2.5690, -0.9611, -3.7018)  0.00
C (-2.6265, -0.2582, -2.7486)  0.00
O (-2.1621, -0.6944, -1.4973)  0.00
C (-3.1480, 1.1376, -2.7243)  0.00
C (-3.9854, 1.5134, -3.7744)  0.00
C (-4.4398, 2.8110, -3.8369)  0.00
C (-4.0391, 3.7776, -2.9324)  0.00
C (-3.1769, 3.3964, -1.9272)  0.00
C (-2.7701, 2.0787, -1.7561)  0.00
O (-2.0598, 1.7307, -0.6652)  0.00
N (-2.6140, 4.4552, -1.0768)  0.00
O (-3.3371, 5.3658, -0.7679)  0.00
O (-1.4122, 4.3997, -0.8924)  0.00
N (-5.3496, 3.2010, -4.9374)  0.00
O (-5.7188, 4.3496, -4.9536)  0.00
O (-5.6524, 2.3355, -5.7228)  0.00
H (-4.2737, 0.7958, -4.5307)  0.00
H (-4.3704, 4.8029, -3.0265)  0.00
C (2.0909, -1.0181, 4.4588)  0.00
C (1.3089, 0.2834, 4.4435)  0.00
C (0.5603, 0.4914, 5.7484)  0.00
C (2.2199, 1.4568, 4.1254)  0.00
O (0.3011, 0.1373, 3.3935)  0.01
Si (-0.4194, 1.1495, 2.3763)  0.01
S (0.8121, 1.4448, 0.6122)  0.00
O (-1.5560, 0.2231, 1.5393)  0.00
C (-2.8639, -0.2521, 2.1545)  0.00
C (-2.6181, -1.6407, 2.7106)  0.00
C (-3.9245, -0.2590, 1.0744)  0.00
C (-3.2567, 0.6924, 3.2753)  0.00
O (-0.9225, 2.4790, 3.0217)  0.00
C (-1.2652, 3.8604, 3.3734)  0.00
C (-2.2142, 4.3885, 2.3183)  0.00
C (0.0243, 4.6599, 3.3991)  0.00
C (-1.9161, 3.8072, 4.7427)  0.00
H (2.7853, -1.0272, 5.2980)  0.00
H (2.6742, -1.1346, 3.5434)  0.01
H (1.4166, -1.8680, 4.5648)  0.00
H (1.2607, 0.6323, 6.5711)  0.00
H (-0.0650, -0.3726, 5.9738)  0.00
H (-0.0737, 1.3759, 5.6863)  0.00
H (3.0183, 1.5203, 4.8646)  0.00
H (1.6739, 2.3980, 4.1430)  0.00
H (2.6844, 1.3345, 3.1444)  0.00
H (-2.4010, -2.3486, 1.9137)  0.00
H (-3.5180, -1.9834, 3.2218)  0.00
H (-1.8032, -1.6393, 3.4343)  0.00
H (-3.7043, -0.9839, 0.2914)  0.00
H (-4.0523, 0.7296, 0.6323)  0.00
H (-4.8701, -0.5458, 1.5356)  0.00
H (-2.5097, 0.7348, 4.0690)  0.00
H (-4.1782, 0.3118, 3.7149)  0.00
H (-3.4412, 1.7000, 2.9082)  0.00
H (-1.6997, 4.5350, 1.3716)  0.00
H (-2.6133, 5.3497, 2.6406)  0.00
H (-3.0559, 3.7104, 2.1708)  0.00
H (0.5576, 4.5623, 2.4529)  0.00
H (0.6723, 4.3443, 4.2150)  0.00
H (-0.2076, 5.7141, 3.5479)  0.00
H (-2.8687, 3.2789, 4.7103)  0.00
H (-2.1042, 4.8214, 5.0923)  0.00
H (-1.2619, 3.3169, 5.4627)  0.00
C (0.4550, 2.9914, -3.4181)  0.00
C (0.9566, 1.7462, -2.7760)  -0.03
O (2.1120, 1.4421, -2.6196)  0.02
N (-0.0600, 0.8766, -2.2213)  0.01
Te (2.9189, -0.8143, -0.7862)  0.94
C (4.1027, -2.2548, -1.6813)  -0.02
C (3.9951, -3.6085, -1.3215)  -0.08
C (3.0157, -4.1253, -0.3102)  0.08
C (4.8561, -4.4999, -1.9420)  0.00
C (5.7950, -4.0889, -2.8866)  0.03
C (6.7119, -5.0770, -3.5449)  0.00
C (5.8769, -2.7381, -3.2012)  -0.01
C (5.0477, -1.7936, -2.6124)  -0.01
C (5.2003, -0.3567, -3.0347)  0.03
C (1.0025, -1.7294, -1.1434)  0.08
C (0.2330, -2.2184, -0.0552)  -0.07
C (0.6929, -2.1290, 1.3760)  0.10
C (-0.8218, -3.0973, -0.3337)  0.01
C (-1.1412, -3.4832, -1.6206)  0.01
C (-2.2850, -4.4029, -1.9126)  0.00
C (-0.3577, -2.9869, -2.6682)  -0.01
C (0.7149, -2.1422, -2.4696)  -0.14
C (1.5268, -1.7225, -3.6617)  0.03
H (1.2830, 3.4955, -3.9077)  0.00
H (0.0386, 3.6331, -2.6352)  0.00
H (-0.3433, 2.7728, -4.1284)  0.00
H (2.9756, -3.4989, 0.5844)  -0.01
H (3.2990, -5.1237, 0.0167)  0.00
H (2.0084, -4.1903, -0.7290)  -0.01
H (4.8050, -5.5469, -1.6698)  0.00
H (6.5322, -6.0879, -3.1876)  0.00
H (7.7536, -4.8226, -3.3490)  0.00
H (6.5736, -5.0650, -4.6264)  0.00
H (6.6123, -2.4046, -3.9242)  0.00
H (6.2492, -0.0648, -3.0107)  0.00
H (4.6528, 0.3639, -2.4185)  0.00
H (4.8477, -0.2213, -4.0590)  0.00
H (1.4721, -1.3837, 1.5409)  -0.05
H (1.0913, -3.1032, 1.6637)  0.02
H (-0.1222, -1.8922, 2.0498)  0.03
H (-1.3678, -3.5171, 0.5021)  0.00
H (-2.8140, -4.6915, -1.0072)  0.00
H (-1.9346, -5.3068, -2.4122)  0.00
H (-2.9880, -3.9147, -2.5896)  0.00
H (-0.6004, -3.2767, -3.6839)  0.00
H (0.9032, -1.7093, -4.5536)  0.00
H (2.3368, -2.4363, -3.8268)  0.00
H (1.9776, -0.7349, -3.5475)  -0.01

***

- Number 2 is which compound?
  C39H54N3O11SSiTeW